No. 1
54
Properties=species:S:1:pos:R:3 method="wB97M-V/def2-TZVPD" total_charge=0 smiles="COc1cccc(CN2C[C@@H](C(=O)NCCOc3ccccc3)CCC2=O)c1" total_energy_ev=-34407.0723 homo_lumo_gap_ev=9.0783 fmax_ev_per_a=0.66
O -4.338 0.500 1.027
O -0.750 2.842 -0.708
O 2.809 -1.873 -2.287
O 5.958 -1.767 1.887
N -1.713 1.490 0.818
N 2.353 0.194 -1.533
C -0.392 -0.326 -1.397
C -5.431 -0.226 0.647
C 5.542 1.780 1.338
C 4.517 0.640 -0.506
C -7.588 -1.870 0.027
C -0.786 1.782 -0.122
C 4.873 -0.582 0.056
C -2.850 2.341 1.069
C 1.499 1.204 -0.947
C -4.116 1.763 0.433
C -6.662 -2.267 0.979
C -7.430 -0.653 -0.609
C 5.565 -0.625 1.258
C 0.202 0.646 -0.375
C 0.571 -1.489 -1.567
C 3.720 0.632 -1.783
C -5.591 -1.455 1.288
C 4.849 1.821 0.137
C 2.008 -1.073 -1.834
C -6.358 0.172 -0.307
C 5.897 0.572 1.899
C 5.678 -3.000 1.268
H -6.259 1.116 -0.820
H -1.776 0.555 1.189
H 1.245 1.956 -1.707
H -8.426 -2.505 -0.215
H -8.145 -0.334 -1.352
H 4.578 2.771 -0.300
H 4.601 -3.159 1.155
H -4.862 -1.748 2.028
H 4.153 -0.077 -2.493
H 4.598 -1.482 -0.470
H 3.690 1.629 -2.232
H -4.963 2.435 0.618
H -0.527 0.196 -2.347
H -6.775 -3.215 1.483
H -2.630 3.318 0.635
H 6.435 0.523 2.832
H 5.805 2.699 1.839
H 0.398 0.114 0.561
H 2.064 1.709 -0.155
H 6.157 -3.075 0.287
H 0.584 -2.104 -0.662
H -2.997 2.435 2.148
H -3.968 1.657 -0.650
H -1.368 -0.691 -1.069
H 0.266 -2.139 -2.389
H 6.087 -3.761 1.930

***

No. 2
61
Properties=species:S:1:pos:R:3 method="wB97M-V/def2-TZVPD" total_charge=-1 total_energy_ev=-135666.3271 homo_lumo_gap_ev=5.4296 fmax_ev_per_a=0.18
Pb -0.282 0.126 -2.318
Te -1.335 2.470 -3.610
Te 1.549 3.731 -0.920
Te 2.373 1.249 -1.356
Te -2.139 1.892 -1.044
Se -0.863 -3.906 -0.466
O -0.080 5.316 1.026
O 0.962 3.339 1.011
O -0.910 0.652 6.263
O 0.463 0.245 4.659
N 0.509 -3.299 -2.901
N 1.687 -2.801 -1.124
N -0.360 0.939 5.215
C -0.303 -6.186 -3.701
C -0.341 -4.924 -4.560
C -0.113 2.571 3.392
C 3.677 -1.798 -2.319
C -0.604 -3.646 -3.769
C 2.838 -4.965 0.872
C 2.082 -2.569 0.260
C 3.373 -1.794 -4.726
C 2.728 -5.717 -0.453
C 0.498 -3.317 -1.537
C 3.200 -3.485 0.742
C -1.676 -6.607 -3.191
C 4.129 -1.489 -3.594
C 1.694 -2.737 -3.352
C -1.334 4.645 3.464
C -0.705 2.232 4.594
C 0.163 4.236 1.523
C 2.139 -2.421 -4.626
C -0.436 3.798 2.828
C -1.608 3.056 5.244
C 2.445 -2.425 -2.221
C -1.921 4.275 4.665
H 4.245 -1.526 -1.440
H -2.103 -5.847 -2.535
H 3.608 -5.443 1.484
H -1.129 -5.018 -5.314
H 2.695 -6.794 -0.284
H 0.370 -6.026 -2.853
H 0.133 -6.997 -4.291
H 3.503 -3.103 1.720
H 5.075 -0.977 -3.708
H 3.747 -1.518 -5.703
H -1.480 -3.741 -3.129
H -0.769 -2.800 -4.440
H 0.576 1.901 2.902
H 0.601 -4.817 -5.104
H 1.185 -2.703 0.862
H -2.627 4.935 5.153
H -2.044 2.735 6.178
H 3.587 -5.505 -1.097
H -1.565 5.590 2.991
H 1.898 -5.058 1.423
H -2.364 -6.775 -4.024
H 1.544 -2.632 -5.503
H 1.820 -5.449 -0.992
H 4.073 -3.383 0.088
H 2.385 -1.521 0.335
H -1.612 -7.531 -2.615

***

No. 3
54
Properties=species:S:1:pos:R:3 method="wB97M-V/def2-TZVPD" total_charge=0 smiles="C=CCn1c(O)c(CN2CCN(Cc3ccccc3)CC2)c(C)c(C#N)c1=O" total_energy_ev=-33291.0266 homo_lumo_gap_ev=8.5153 fmax_ev_per_a=0.61
O -0.230 -1.258 -0.399
O -0.988 -3.075 3.681
N -1.700 0.709 -1.211
N 0.450 1.521 -2.176
N -0.671 -2.127 1.641
N -4.262 -2.224 4.777
C 0.684 -2.670 1.614
C -2.362 -0.802 0.596
C 2.763 -0.152 -1.526
C 1.770 1.826 -2.696
C -3.578 -2.037 3.874
C 0.222 2.136 -0.881
C 3.886 1.954 -1.329
C 4.777 0.016 -0.232
C 2.834 1.203 -1.831
C -1.445 -2.391 2.786
C -2.758 -1.795 2.755
C 4.855 1.363 -0.535
C -2.816 0.001 -0.606
C 3.728 -0.741 -0.730
C -0.637 1.844 -3.076
C -4.588 -0.447 1.730
C -1.214 1.831 -0.427
C -1.902 1.109 -2.591
C 2.437 -1.650 3.048
C -1.100 -1.380 0.601
C 1.688 -1.611 1.964
C -3.207 -1.024 1.698
H 2.367 -2.461 3.754
H 1.939 -0.734 -1.906
H 1.757 -0.789 1.264
H 1.835 1.399 -3.703
H -3.618 0.694 -0.317
H 0.877 -3.060 0.612
H -1.229 1.561 0.631
H 3.149 -0.874 3.274
H -5.153 -0.761 0.853
H 5.669 1.959 -0.150
H 0.707 -3.475 2.352
H 3.950 3.009 -1.559
H -4.547 0.643 1.737
H 0.947 1.713 -0.181
H -2.785 1.759 -2.706
H 1.940 2.915 -2.777
H -0.549 -0.523 -0.999
H -5.116 -0.774 2.621
H 0.382 3.229 -0.916
H -1.863 2.712 -0.559
H 5.529 -0.445 0.390
H -2.066 0.204 -3.182
H -3.227 -0.680 -1.361
H -0.378 1.511 -4.082
H 3.664 -1.793 -0.495
H -0.819 2.932 -3.119

***

No. 4
58
Properties=species:S:1:pos:R:3 method="wB97M-V/def2-TZVPD" total_charge=0 total_energy_ev=-59058.1859 homo_lumo_gap_ev=8.0110 fmax_ev_per_a=1.14
S -1.044 -2.753 0.725
S 1.490 4.267 -4.083
O 2.894 4.225 -4.365
O -1.183 -0.992 -0.801
O -0.004 -7.876 5.386
O 0.563 4.383 -5.170
N 1.234 5.562 -3.074
N 1.372 -2.650 1.648
N 0.910 -0.995 0.085
N -1.428 -6.849 3.928
C 0.552 -2.026 0.790
C -1.259 -4.975 2.461
C 0.804 -3.728 2.298
C 1.613 1.234 -1.419
C -0.135 5.937 -2.819
C -2.269 5.500 -1.517
C 1.403 -4.560 3.234
C 0.356 0.652 -1.566
C -0.187 2.234 -3.293
C -0.750 5.320 -1.557
C -3.001 4.558 -2.465
C 2.732 -2.226 1.857
C -0.540 1.151 -2.510
C 1.965 2.317 -2.203
C 2.216 5.796 -2.049
C -0.053 -0.506 -0.740
C -1.086 -7.795 4.855
C -0.525 -3.940 1.917
C 1.060 2.809 -3.126
C 0.671 -5.595 3.778
C -2.231 -8.743 5.147
C -0.658 -5.811 3.399
H 2.937 2.778 -2.129
H -2.798 3.523 -2.199
H 2.047 5.190 -1.152
H 3.420 -3.035 1.607
H -0.185 7.030 -2.751
H 1.120 -6.250 4.505
H -4.074 4.723 -2.406
H -0.311 5.797 -0.678
H -1.910 -9.470 5.887
H 2.296 0.826 -0.691
H 3.185 5.547 -2.477
H -2.514 6.535 -1.764
H -2.370 -6.893 3.563
H 2.918 -1.373 1.210
H -1.504 0.674 -2.612
H 2.427 -4.407 3.537
H 2.205 6.852 -1.775
H -2.529 -9.264 4.240
H 2.880 -1.938 2.899
H -2.283 -5.126 2.155
H -0.513 4.255 -1.515
H -0.683 5.624 -3.708
H -2.689 4.718 -3.494
H -0.850 2.641 -4.039
H -3.086 -8.193 5.535
H -2.618 5.312 -0.499

***

No. 5
57
Properties=species:S:1:pos:R:3 method="wB97M-V/def2-TZVPD" total_charge=0 total_energy_ev=-39430.6114 homo_lumo_gap_ev=3.9016 fmax_ev_per_a=2.28
O 2.463 1.020 -1.165
O -2.494 2.279 0.104
O -2.025 0.172 -0.577
O 0.446 -2.815 0.085
O 2.094 3.219 -0.840
N 0.641 -3.698 2.231
N 0.327 -1.471 2.003
N -0.587 2.815 -2.002
N -0.005 -0.547 1.139
C 0.366 0.689 1.213
C 0.752 -5.051 1.960
C 0.792 -7.328 2.796
C -1.379 5.081 -2.121
C 3.781 1.304 -0.615
C -1.673 1.237 -0.101
C 0.941 -6.924 0.413
C 0.904 -7.821 1.487
C 4.558 0.088 -1.015
C 1.680 2.105 -1.110
C -0.262 1.655 0.221
C -4.669 3.083 0.192
C -2.235 3.466 -3.623
C -1.402 2.518 -3.039
C -0.544 4.100 -1.595
C 0.239 1.752 -1.226
C 1.180 1.166 2.381
C -3.864 1.849 -0.054
C 0.871 -5.548 0.647
C 0.731 -5.959 3.037
C -2.259 4.780 -3.159
C 0.473 -2.690 1.306
H -2.884 3.138 -4.430
H -4.580 3.380 1.240
H 1.014 -7.290 -0.613
H -4.029 1.443 -1.066
H -4.000 1.091 0.736
H 0.678 1.869 3.063
H 0.950 -8.895 1.308
H 0.099 0.777 -1.714
H 4.816 0.168 -2.078
H 2.126 1.615 2.059
H 4.161 2.225 -1.080
H 3.966 -0.826 -0.916
H 5.464 0.000 -0.414
H -5.715 2.879 -0.024
H 3.702 1.393 0.483
H -2.931 5.536 -3.576
H 0.598 -3.358 3.182
H -1.310 6.067 -1.668
H -4.335 3.925 -0.418
H 0.745 -8.008 3.643
H -1.346 1.492 -3.382
H 0.654 -5.550 4.047
H 0.892 -4.839 -0.176
H -0.223 2.672 0.688
H 1.425 0.279 2.986
H 0.221 4.294 -0.855

***

No. 6
57
Properties=species:S:1:pos:R:3 method="wB97M-V/def2-TZVPD" total_charge=-1 total_energy_ev=-62759.9621 homo_lumo_gap_ev=8.0466 fmax_ev_per_a=1.47
Pt 0.317 -0.003 -0.592
S -1.478 1.965 1.226
Si 2.553 -0.159 -0.153
Si -0.100 -0.022 2.486
O 0.012 1.252 1.276
O -2.251 0.800 1.689
O -1.457 3.069 2.137
O -1.719 2.299 -0.161
N -1.938 -0.268 -1.041
C -3.456 -3.443 0.119
C 3.496 1.462 -0.429
C 0.438 -1.028 -2.271
C -1.717 -3.923 -1.462
C 2.095 -0.984 3.936
C 3.367 -1.395 4.294
C -2.699 -4.365 -0.584
C 0.475 -2.248 -4.835
C -2.242 -1.649 -0.917
C -3.231 -2.083 -0.051
C -0.923 -1.678 2.357
C 1.315 -0.614 -3.284
C 4.069 -0.978 2.055
C -0.415 -2.670 -3.861
C -1.472 -2.568 -1.642
C -0.497 0.815 4.113
C 2.780 -0.580 1.674
C -0.450 -2.077 -2.597
C 3.513 -1.498 -1.095
C 1.758 -0.553 2.640
C 1.339 -1.203 -4.541
C 4.377 -1.377 3.343
H -2.862 -5.426 -0.443
H 3.010 2.285 0.099
H 2.008 0.193 -3.074
H 2.036 -0.845 -5.290
H -0.011 1.791 4.172
H 4.567 -1.526 -0.811
H -4.217 -3.778 0.813
H -1.999 -1.634 2.504
H 4.525 1.385 -0.064
H -0.712 -2.157 1.400
H -1.571 0.978 4.197
H 3.076 -2.478 -0.885
H 0.483 -2.718 -5.810
H 4.865 -0.981 1.319
H -1.121 -3.464 -4.084
H -2.462 0.313 -0.395
H -1.107 -4.639 -2.001
H -0.175 0.215 4.962
H 5.387 -1.679 3.596
H -2.026 0.066 -1.993
H 1.336 -1.003 4.708
H 3.568 -1.716 5.310
H -0.471 -2.288 3.144
H 3.526 1.716 -1.492
H -3.800 -1.349 0.507
H 3.469 -1.350 -2.178

***

No. 7
72
Properties=species:S:1:pos:R:3 method="wB97M-V/def2-TZVPD" total_charge=-1 total_energy_ev=-95260.5996 homo_lumo_gap_ev=6.0985 fmax_ev_per_a=4.96
S 2.871 -0.039 -2.165
S 1.993 -1.576 -1.274
P -0.826 -1.224 -2.627
Al 0.492 0.366 -0.482
O 3.246 -0.183 -3.556
O 1.537 3.157 0.938
O 1.554 0.784 -2.020
O -2.331 3.101 -1.142
O -1.730 5.380 -0.064
O 4.067 -0.094 1.250
O -2.784 -0.976 0.139
O -3.071 6.024 1.682
O -0.895 1.390 -0.864
O 1.520 0.898 0.880
O 3.939 0.539 -1.346
N 1.345 -1.596 2.234
N -1.903 -3.441 -3.523
N -1.486 1.670 1.927
N -0.542 -1.098 0.867
N -1.544 2.273 3.140
N -0.863 -2.185 2.790
N -2.851 -1.279 -4.315
N -0.589 -2.024 -5.117
C 0.038 -1.634 2.004
C -1.636 2.680 1.038
C -3.084 -2.652 -3.846
C -2.403 -0.437 -3.209
C 4.933 0.648 3.304
C -1.599 2.396 -0.430
C 4.074 0.872 2.220
C 0.224 -1.305 -4.121
C -2.024 3.914 1.707
C -1.829 -1.293 -5.388
C -1.938 -1.228 0.975
C -0.921 -3.360 -4.604
C 4.342 2.813 4.155
C -1.873 3.607 3.037
C 2.008 2.066 1.246
C -2.388 5.211 1.097
C 5.096 1.636 4.258
C -2.229 -1.879 2.357
C -1.346 -2.970 -2.288
C 3.227 1.997 2.178
C 3.442 3.010 3.124
C -0.560 -2.937 4.011
H 0.195 -2.382 4.583
H -0.470 -3.553 -2.006
H 5.784 1.506 5.098
H -2.306 -1.785 -6.250
H -1.612 -0.277 -5.679
H 1.796 -2.118 2.993
H -0.150 -3.931 3.758
H 0.479 -0.288 -4.449
H -3.113 -0.448 -2.374
H 4.429 3.586 4.929
H -0.001 -3.877 -4.274
H 3.959 0.252 0.340
H 2.858 3.934 3.023
H -2.883 -2.745 2.236
H -1.361 -3.912 -5.440
H 1.946 -1.083 1.596
H -1.390 1.745 3.985
H 1.181 -1.822 -3.895
H -1.761 4.500 -0.559
H -2.172 0.587 -3.507
H -1.944 4.342 3.830
H -3.650 -3.149 -4.627
H -1.473 -3.017 4.614
H 5.519 -0.296 3.324
H -2.089 -3.046 -1.493
H -2.720 -1.175 3.035
H -3.752 -2.570 -2.971

***

No. 8
57
Properties=species:S:1:pos:R:3 method="wB97M-V/def2-TZVPD" spin_multiplicity=2 total_charge=+2 total_energy_ev=-191260.7002 homo_lumo_gap_ev="8.6705 / 6.5475" fmax_ev_per_a=0.54
Se 1.548 1.686 2.661
As 2.615 -0.063 0.409
Fe 0.003 -0.061 0.002
N 1.630 -0.795 4.289
N 0.279 1.443 -1.347
N -1.239 -1.025 -1.184
N -1.612 1.046 0.456
N -0.544 -1.197 1.510
C 3.854 -0.942 1.607
C -1.134 2.441 0.339
C -0.995 -2.180 -1.815
C 1.602 0.178 3.666
C -2.663 0.813 -0.568
C -3.135 -2.148 -2.848
C -0.514 -3.098 2.947
C 3.639 1.466 -0.204
C 0.928 1.459 -2.515
C -0.354 2.565 -0.945
C 2.714 -1.299 -1.133
C -1.458 -2.500 3.767
C -0.078 -2.409 1.837
C -2.050 0.686 1.833
C -0.313 3.734 -1.680
C -1.482 -0.633 2.282
C -3.402 -0.973 -2.168
C -1.911 -2.771 -2.659
C -2.431 -0.444 -1.337
C 1.016 2.590 -3.304
C -1.948 -1.251 3.429
C 0.397 3.753 -2.874
H -1.961 3.154 0.371
H 3.433 -1.879 1.964
H -1.671 -3.701 -3.153
H 0.673 -2.827 1.176
H -1.808 -3.001 4.658
H 3.003 2.171 -0.734
H -2.696 -0.764 4.040
H 4.773 -1.134 1.053
H 3.429 -0.915 -1.859
H -0.837 4.612 -1.328
H -1.760 1.475 2.528
H -0.037 -2.644 -1.620
H 1.557 2.552 -4.238
H 4.064 -0.302 2.460
H 3.064 -2.264 -0.768
H 1.393 0.532 -2.822
H -4.357 -0.475 -2.272
H 0.447 4.657 -3.466
H 4.443 1.133 -0.859
H -0.107 -4.072 3.175
H -3.138 0.617 1.867
H -2.678 1.657 -1.259
H 4.068 1.957 0.668
H 1.753 -1.443 -1.630
H -0.490 2.638 1.194
H -3.645 0.778 -0.095
H -3.876 -2.581 -3.505

***

Please write out number 2 again, unchanged.
61
Properties=species:S:1:pos:R:3 method="wB97M-V/def2-TZVPD" total_charge=-1 total_energy_ev=-135666.3271 homo_lumo_gap_ev=5.4296 fmax_ev_per_a=0.18
Pb -0.282 0.126 -2.318
Te -1.335 2.470 -3.610
Te 1.549 3.731 -0.920
Te 2.373 1.249 -1.356
Te -2.139 1.892 -1.044
Se -0.863 -3.906 -0.466
O -0.080 5.316 1.026
O 0.962 3.339 1.011
O -0.910 0.652 6.263
O 0.463 0.245 4.659
N 0.509 -3.299 -2.901
N 1.687 -2.801 -1.124
N -0.360 0.939 5.215
C -0.303 -6.186 -3.701
C -0.341 -4.924 -4.560
C -0.113 2.571 3.392
C 3.677 -1.798 -2.319
C -0.604 -3.646 -3.769
C 2.838 -4.965 0.872
C 2.082 -2.569 0.260
C 3.373 -1.794 -4.726
C 2.728 -5.717 -0.453
C 0.498 -3.317 -1.537
C 3.200 -3.485 0.742
C -1.676 -6.607 -3.191
C 4.129 -1.489 -3.594
C 1.694 -2.737 -3.352
C -1.334 4.645 3.464
C -0.705 2.232 4.594
C 0.163 4.236 1.523
C 2.139 -2.421 -4.626
C -0.436 3.798 2.828
C -1.608 3.056 5.244
C 2.445 -2.425 -2.221
C -1.921 4.275 4.665
H 4.245 -1.526 -1.440
H -2.103 -5.847 -2.535
H 3.608 -5.443 1.484
H -1.129 -5.018 -5.314
H 2.695 -6.794 -0.284
H 0.370 -6.026 -2.853
H 0.133 -6.997 -4.291
H 3.503 -3.103 1.720
H 5.075 -0.977 -3.708
H 3.747 -1.518 -5.703
H -1.480 -3.741 -3.129
H -0.769 -2.800 -4.440
H 0.576 1.901 2.902
H 0.601 -4.817 -5.104
H 1.185 -2.703 0.862
H -2.627 4.935 5.153
H -2.044 2.735 6.178
H 3.587 -5.505 -1.097
H -1.565 5.590 2.991
H 1.898 -5.058 1.423
H -2.364 -6.775 -4.024
H 1.544 -2.632 -5.503
H 1.820 -5.449 -0.992
H 4.073 -3.383 0.088
H 2.385 -1.521 0.335
H -1.612 -7.531 -2.615